The following is a DFT calculation (ωB97M-V with the def2-TZVPD basis set) of a structure of composition C49H48AsBiBrClN2O7S2.

```
112
C49H48AsBiBrClN2O7S2 ωB97M-V with the def2-TZVPD basis set
Bi 1.137 -0.953 -0.515
C 1.114 5.840 4.182
C 0.098 5.893 3.040
C -1.293 6.124 3.646
C 0.453 7.089 2.147
C 0.098 4.607 2.218
C 0.851 3.485 2.547
C 0.801 2.368 1.739
Br 1.856 0.861 2.217
C 0.059 2.261 0.536
O 0.153 1.257 -0.253
C -0.802 3.374 0.278
C -0.713 4.495 1.089
C -1.810 3.409 -0.885
C -2.040 2.051 -1.557
C -3.182 3.865 -0.358
C -1.318 4.396 -1.951
H 1.129 6.798 4.707
H 2.120 5.639 3.809
H 0.862 5.064 4.906
H -1.313 7.043 4.240
H -1.570 5.287 4.289
H -2.051 6.205 2.866
H 0.454 8.016 2.728
H -0.260 7.202 1.330
H 1.442 6.955 1.705
H 1.482 3.460 3.423
H -1.335 5.345 0.830
H -2.365 1.302 -0.834
H -1.151 1.672 -2.048
H -2.838 2.178 -2.297
H -3.542 3.173 0.406
H -3.903 3.865 -1.180
H -3.165 4.868 0.070
H -0.370 4.054 -2.367
H -1.175 5.398 -1.537
H -2.048 4.463 -2.765
C 2.657 -0.198 -9.153
C 2.342 0.005 -7.695
C 2.936 -0.784 -6.720
C 2.643 -0.602 -5.374
C 1.746 0.390 -5.009
C 1.132 1.190 -5.967
C 1.434 0.988 -7.301
S 1.223 0.606 -3.327
O 3.807 0.015 -2.746
O 0.811 1.989 -3.168
N 0.164 -0.448 -3.003
C 0.104 -1.748 -3.663
C 1.070 -2.822 -3.146
O 1.362 -3.728 -3.915
O 1.471 -2.724 -1.929
H 3.367 -1.014 -9.290
H 3.089 0.703 -9.593
H 1.755 -0.438 -9.720
H 3.630 -1.563 -7.010
H 3.093 -1.234 -4.624
H 0.440 1.958 -5.650
H 0.959 1.607 -8.055
H 0.239 -1.676 -4.745
H -0.899 -2.141 -3.483
Cl -6.907 0.618 0.239
C -5.252 0.127 0.601
C -4.639 0.594 1.783
C -3.360 0.240 2.086
C -2.558 -0.614 1.225
O -1.381 -0.900 1.515
C -3.236 -1.072 0.031
C -2.584 -1.897 -0.952
O -1.456 -2.360 -0.900
C -4.561 -0.685 -0.247
H -5.200 1.246 2.443
H -2.877 0.604 2.985
H -3.212 -2.108 -1.849
H -5.022 -1.028 -1.168
S 3.552 -1.792 0.358
C 3.492 -3.036 1.615
C 4.763 -3.445 2.074
C 4.919 -4.398 3.056
C 3.801 -4.994 3.639
C 2.550 -4.607 3.203
C 2.372 -3.650 2.200
As 0.553 -3.136 1.670
C -0.196 -4.883 1.224
C -1.565 -4.974 0.975
C -2.134 -6.173 0.574
C -1.336 -7.292 0.378
C 0.034 -7.195 0.571
C 0.602 -5.998 0.987
C -0.124 -2.831 3.480
C 0.676 -2.104 4.357
C 0.210 -1.752 5.615
C -1.065 -2.122 6.017
C -1.870 -2.843 5.146
C -1.404 -3.188 3.885
H 5.633 -2.980 1.629
H 5.916 -4.678 3.375
H 3.907 -5.738 4.419
H 1.670 -5.055 3.655
H -2.191 -4.092 1.049
H -3.200 -6.223 0.387
H -1.776 -8.226 0.049
H 0.672 -8.051 0.386
H 1.674 -5.935 1.118
H 1.673 -1.804 4.057
H 0.845 -1.175 6.276
H -1.434 -1.841 6.996
H -2.874 -3.125 5.439
H -2.062 -3.729 3.220
N 3.567 1.307 -2.049
C 2.576 0.283 -2.126
H 3.383 1.978 -2.804
```

* lowest unoccupied orbital energy: 0.1372 Ha
* charge: -2
* E: -239817.565 eV


The following is a DFT calculation (ωB97M-V with the def2-TZVPD basis set) of a structure of composition C49H48AsF5N4O10Ti at a distorted geometry.

```
118
C49H48AsF5N4O10Ti ωB97M-V with the def2-TZVPD basis set
Ti -0.287 -0.774 0.457
O -3.543 -1.745 2.798
C -2.479 -1.183 2.288
O -1.758 -1.755 1.493
C -2.207 0.221 2.724
C -3.090 0.900 3.526
C -2.849 2.248 3.751
C -1.759 2.823 3.138
C -0.893 2.032 2.384
N -1.096 0.739 2.196
C 0.377 2.654 1.843
O 0.241 3.867 1.288
O 1.436 2.116 1.973
H -3.633 -2.631 2.407
H -3.950 0.389 3.937
H -3.517 2.839 4.363
H -1.543 3.875 3.264
H -0.650 3.985 0.907
C 4.646 -1.999 -3.335
C 3.938 -0.748 -2.933
N 3.000 -0.665 -2.026
C 2.618 0.651 -1.999
C 3.336 1.380 -2.920
N 4.164 0.471 -3.500
C 3.445 2.792 -3.381
O 2.632 3.684 -2.846
O 4.258 3.075 -4.228
C 1.550 1.125 -1.111
O 1.239 2.295 -1.006
O 0.959 0.210 -0.360
H 4.412 -2.776 -2.608
H 5.728 -1.855 -3.367
H 4.316 -2.330 -4.321
H 4.834 0.725 -4.209
H 2.053 3.261 -2.161
F -0.546 -1.350 -2.327
C -0.321 -2.107 -1.188
F 0.876 -2.734 -1.385
C -1.370 -3.242 -1.289
F -1.198 -4.113 -0.277
F -2.615 -2.771 -1.226
F -1.235 -3.918 -2.434
C 4.791 -0.632 7.085
C 4.452 -0.893 5.641
C 4.022 -2.146 5.221
C 3.629 -2.393 3.912
C 3.230 -3.808 3.578
C 3.654 -1.341 2.971
As 2.816 -1.389 1.182
N 0.956 -1.694 1.609
C 0.580 -1.847 2.996
C -0.062 -3.003 3.441
C -0.419 -3.155 4.776
C -0.148 -2.149 5.696
C 0.473 -0.985 5.259
C 0.830 -0.835 3.926
C 3.666 -3.068 0.553
C 3.110 -4.330 0.342
C 1.663 -4.680 0.601
C 3.922 -5.373 -0.110
C 5.267 -5.207 -0.377
C 6.135 -6.355 -0.823
C 5.798 -3.933 -0.213
C 5.029 -2.866 0.229
C 5.720 -1.521 0.335
C 4.168 -0.094 3.363
C 4.393 1.070 2.417
C 4.547 0.108 4.690
H 5.079 -1.551 7.598
H 3.928 -0.217 7.614
H 5.608 0.086 7.178
H 3.979 -2.960 5.939
H 3.063 -4.376 4.494
H 4.017 -4.303 3.008
H 2.321 -3.856 2.985
H -0.276 -3.787 2.724
H -0.899 -4.073 5.099
H -0.411 -2.276 6.739
H 0.696 -0.188 5.960
H 1.318 0.072 3.589
H 1.103 -3.846 1.009
H 1.599 -5.524 1.294
H 1.176 -4.978 -0.328
H 3.469 -6.352 -0.249
H 5.542 -7.253 -1.001
H 6.884 -6.593 -0.063
H 6.672 -6.113 -1.742
H 6.848 -3.760 -0.441
H 6.680 -1.550 -0.181
H 5.904 -1.250 1.375
H 5.120 -0.723 -0.108
H 3.989 0.901 1.424
H 5.467 1.251 2.321
H 3.937 1.981 2.804
H 4.922 1.087 4.981
C -1.461 6.479 -0.969
C -1.807 5.011 -1.036
C -1.305 4.214 -2.062
C -1.601 2.861 -2.151
C -1.114 2.040 -3.315
C -2.405 2.284 -1.164
C -2.998 3.069 -0.182
C -4.063 2.499 0.721
C -2.675 4.429 -0.117
C -2.582 0.783 -1.132
O -3.416 0.195 -1.764
O -1.735 0.219 -0.270
H -0.385 6.635 -1.062
H -1.794 6.925 -0.030
H -1.940 7.025 -1.785
H -0.654 4.661 -2.809
H -0.426 2.614 -3.937
H -1.962 1.727 -3.927
H -0.615 1.125 -2.993
H -3.895 1.445 0.942
H -5.034 2.565 0.225
H -4.133 3.052 1.657
H -3.139 5.048 0.648
```

* lowest unoccupied orbital energy: -0.0533 Ha
* charge: 0
* E: -175575.844 eV


The following is a DFT calculation (ωB97M-V with the def2-TZVPD basis set) of a structure of composition C49H48BrF9N3O2RbS at a distorted geometry.

```
114
C49H48BrF9N3O2RbS ωB97M-V with the def2-TZVPD basis set
Rb 0.371 1.714 1.000
C -1.578 0.663 4.181
C -2.436 0.926 2.965
C -2.665 2.241 2.560
C -1.955 3.368 3.276
C -3.475 2.500 1.450
C -3.777 3.926 1.058
C -3.999 1.435 0.714
C -4.758 1.688 -0.566
C -3.784 0.116 1.130
C -4.448 -1.001 0.362
C -2.973 -0.141 2.236
C -2.600 -1.551 2.633
H -1.851 -0.273 4.667
H -1.685 1.458 4.916
H -0.512 0.614 3.933
H -2.493 3.689 4.174
H -1.836 4.235 2.631
H -0.954 3.068 3.586
H -3.016 4.330 0.386
H -3.820 4.568 1.937
H -4.738 4.003 0.553
H -5.843 1.689 -0.414
H -4.533 0.920 -1.303
H -4.481 2.641 -1.007
H -4.555 -1.900 0.965
H -3.884 -1.259 -0.539
H -5.450 -0.708 0.049
H -3.128 -1.881 3.533
H -1.532 -1.618 2.840
H -2.818 -2.267 1.845
N 1.464 1.194 -1.844
C 1.998 0.237 -2.668
C 1.921 0.417 -4.055
C 2.373 -0.545 -4.939
C 2.926 -1.724 -4.460
C 3.018 -1.902 -3.084
C 2.570 -0.961 -2.160
C 2.663 -1.261 -0.695
C 3.798 -1.931 -0.221
C 3.896 -2.289 1.117
C 2.848 -1.988 1.980
C 1.730 -1.333 1.476
C 1.581 -0.919 0.140
H 1.289 2.118 -2.212
H 1.794 1.178 -0.895
H 1.475 1.332 -4.426
H 2.281 -0.376 -6.006
H 3.264 -2.499 -5.134
H 3.411 -2.837 -2.702
H 4.624 -2.158 -0.890
H 4.792 -2.776 1.486
H 2.916 -2.251 3.031
H 0.903 -1.150 2.169
Br -2.010 3.802 -2.418
C -0.836 5.307 -2.443
C -1.146 6.316 -3.309
C -0.294 7.439 -3.392
C 0.825 7.500 -2.617
C 1.148 6.455 -1.716
C 2.315 6.525 -0.917
C 2.606 5.502 -0.060
C 1.742 4.386 0.032
C 0.577 4.223 -0.696
C 0.307 5.307 -1.592
H -2.031 6.250 -3.927
H -0.534 8.240 -4.081
H 1.492 8.353 -2.682
H 2.960 7.393 -1.003
H 3.493 5.552 0.564
H 2.042 3.616 0.744
C 1.783 -5.509 0.712
C 1.185 -4.478 -0.252
C -0.340 -4.549 -0.229
N -1.080 -3.464 -0.880
C -0.864 -2.796 -2.021
S -1.623 -1.364 -2.364
N 0.007 -3.349 -2.965
C 0.154 -4.650 -3.381
O 1.149 -5.037 -3.979
C -1.025 -5.572 -3.200
C -2.334 -5.104 -3.229
C -3.386 -6.000 -3.102
C -3.130 -7.356 -2.941
C -1.821 -7.824 -2.929
C -0.770 -6.934 -3.070
H 2.524 -5.039 1.356
H 2.273 -6.327 0.184
H 1.020 -5.954 1.356
H 1.572 -4.656 -1.252
H 1.498 -3.468 0.014
H -0.667 -4.500 0.813
H -0.685 -5.512 -0.617
H -1.658 -2.907 -0.264
H 0.624 -2.676 -3.415
H -2.532 -4.047 -3.354
H -4.405 -5.636 -3.124
H -3.953 -8.050 -2.827
H -1.622 -8.882 -2.812
H 0.258 -7.270 -3.075
F 3.063 4.422 3.286
C 2.585 3.704 4.312
F 1.358 4.166 4.568
F 3.339 4.011 5.387
C 2.540 2.178 3.942
O 1.541 1.930 3.138
C 2.404 1.372 5.279
F 3.512 1.370 6.052
F 1.414 1.876 6.038
F 2.091 0.098 5.048
C 3.924 1.803 3.296
F 4.972 2.460 3.842
F 3.927 2.085 1.995
F 4.192 0.499 3.423
```

* lowest unoccupied orbital energy: 0.1307 Ha
* charge: -2
* E: -166150.826 eV


The following is a DFT calculation (ωB97M-V with the def2-TZVPD basis set) of a structure of composition C49H49BaIN5S2Si at a distorted geometry.

```
108
C49H49BaIN5S2Si ωB97M-V with the def2-TZVPD basis set
Ba 0.814 0.586 -0.501
C -1.299 1.650 1.304
Si -2.682 0.548 1.559
C -2.070 -1.261 1.677
N -1.100 -1.628 0.642
C -1.739 -1.912 -0.655
C -1.366 -3.279 -1.221
C -1.605 -4.349 -0.158
C -0.754 -4.078 1.101
C -0.159 -2.669 1.049
C -3.729 0.659 3.166
C -5.072 1.045 3.186
C -5.782 1.168 4.375
C -5.163 0.903 5.588
C -3.828 0.521 5.599
C -3.129 0.407 4.405
C -3.983 0.717 0.181
C -4.943 -0.264 -0.081
C -5.917 -0.093 -1.058
C -5.954 1.080 -1.801
C -5.014 2.073 -1.557
C -4.044 1.887 -0.580
H -0.703 1.777 2.221
H -1.577 2.646 0.944
H -2.896 -1.992 1.749
H -1.558 -1.303 2.646
H -1.484 -1.133 -1.378
H -2.828 -1.876 -0.536
H -0.328 -3.283 -1.564
H -1.979 -3.469 -2.105
H -1.400 -5.344 -0.558
H -2.668 -4.332 0.106
H 0.068 -4.795 1.182
H -1.363 -4.195 2.002
H 0.689 -2.664 0.359
H 0.246 -2.388 2.022
H -5.580 1.255 2.252
H -6.823 1.471 4.353
H -5.713 0.996 6.516
H -3.329 0.317 6.540
H -2.081 0.124 4.446
H -4.936 -1.185 0.494
H -6.645 -0.874 -1.240
H -6.710 1.219 -2.564
H -5.030 2.990 -2.136
H -3.301 2.660 -0.415
C 4.044 -1.634 0.414
N 2.900 -1.345 -0.460
C 2.793 -2.108 -1.485
C 1.835 -1.968 -2.544
C 1.789 -2.777 -3.685
C 0.843 -2.196 -4.535
C 0.382 -1.063 -3.861
N 0.963 -0.910 -2.656
C 3.770 -2.803 1.329
C 2.997 -2.625 2.475
C 2.673 -3.699 3.288
C 3.124 -4.975 2.970
C 3.906 -5.162 1.841
C 4.227 -4.081 1.029
H 4.252 -0.744 1.007
H 4.937 -1.834 -0.189
H 3.504 -2.932 -1.636
H 2.384 -3.662 -3.861
H 0.541 -2.533 -5.515
H -0.328 -0.331 -4.225
H 2.648 -1.629 2.721
H 2.065 -3.543 4.171
H 2.869 -5.816 3.603
H 4.269 -6.151 1.590
H 4.842 -4.232 0.149
C -2.843 -0.206 -3.021
C -2.464 1.225 -3.201
N -1.614 1.883 -2.473
C -1.585 3.216 -2.829
C -2.381 3.551 -3.881
S -3.260 2.183 -4.397
C -0.810 4.189 -2.043
C -1.057 5.527 -2.033
S 0.004 6.296 -0.938
C 0.695 4.764 -0.536
N 0.186 3.771 -1.196
C 1.741 4.652 0.515
H -1.964 -0.810 -2.810
H -3.325 -0.598 -3.917
H -3.538 -0.294 -2.181
H -2.487 4.512 -4.353
H -1.818 6.068 -2.570
H 2.196 5.619 0.727
H 2.500 3.942 0.189
H 1.293 4.264 1.431
I 2.627 1.528 2.456
C 4.429 1.956 1.442
C 5.537 2.131 2.222
C 6.781 2.396 1.609
C 6.863 2.463 0.249
C 5.717 2.277 -0.564
C 5.820 2.329 -1.975
C 4.707 2.138 -2.743
C 3.453 1.901 -2.135
C 3.253 1.837 -0.769
C 4.437 2.022 0.017
H 5.467 2.062 3.299
H 7.660 2.537 2.226
H 7.815 2.656 -0.235
H 6.789 2.515 -2.425
H 4.787 2.167 -3.825
H 2.611 1.752 -2.817
```

* lowest unoccupied orbital energy: 0.0750 Ha
* charge: -1
* E: -97404.532 eV


Number 1: HOMO-LUMO gap 6.045 eV. Number 2: HOMO-LUMO gap 6.221 eV. Number 3: HOMO-LUMO gap 5.072 eV. Number 4: HOMO-LUMO gap 5.999 eV.